<w>
Below is CH2N2O2S as an isolated structure, with properties calculated with ωB97M-V/def2-TZVPD.

The geometry in XYZ format:
```
8
Properties=species:S:1:pos:R:3
S -0.61 0.81 1.17
O -1.22 1.48 0.01
O -1.26 -0.43 1.49
N 0.10 -0.85 -0.87
N -0.89 -1.30 -1.06
C 1.04 -0.11 -0.36
H 1.12 0.92 -0.60
H 1.73 -0.51 0.21
```

Its HOMO energy (spin up / spin down) is -9.5 / -9.5 eV. Its LUMO energy (spin up / spin down) is -0.45 / -0.45 eV. Its charge is 0.

=====

<x>
Below is a 2-piece molecular cluster, CH2N2O2S overall, with properties calculated with ωB97M-V/def2-TZVPD.

The geometry in XYZ format:
```
8
Properties=species:S:1:pos:R:3
S -2.16 -0.06 -0.68
O 0.59 -1.78 -0.51
O -1.06 0.89 -0.74
N 1.78 0.18 -1.00
N -2.22 -0.96 0.53
C 1.09 -0.76 -0.74
H -1.54 -0.97 1.28
H 1.58 1.15 -1.08
```

Its HOMO energy is -11.0 eV. Its LUMO energy is -0.70 eV. Its charge is 0.

=====

<x> (197.0 kJ/mol below the next structure)